No. 1
This record from the OMol25 dataset describes a 6-piece molecular cluster, C12H35Cl2O12P overall. The level of theory is wB97M-V/def2-TZVPD.

Results
Spin multiplicity: 1
Frontier orbital gap in eV: 10.539
Strongest force on any atom in hartree/bohr: 0.026
Highest occupied orbital energy in Ha: -0.3729
LUMO energy in eV: 0.39
Charge: 0
SMILES: COP(=O)(OC)OC.ClCCl.OCCO.OCCO.OCCO.OCCO

Geometry as XYZ:
```
62
C12H35Cl2O12P, DFT wB97M-V/def2-TZVPD
C -0.188 0.645 -1.888
O -0.902 1.041 -0.698
P -0.740 0.041 0.504
O -1.214 -1.311 0.227
O 0.813 0.059 0.866
C 1.439 1.114 1.581
O -1.462 0.828 1.639
C -1.919 0.108 2.808
H -0.877 0.274 -2.641
H 0.607 -0.064 -1.659
H 0.300 1.526 -2.298
H 0.725 1.837 1.979
H 2.150 1.623 0.935
H 1.972 0.714 2.447
H -1.092 0.010 3.517
H -2.221 -0.891 2.508
H -2.662 0.758 3.255
Cl -0.065 -4.826 -3.279
C -1.297 -3.770 -2.566
Cl -2.348 -3.056 -3.816
H -1.932 -4.396 -1.957
H -0.799 -2.974 -2.032
O 4.517 3.627 -6.322
C 3.116 3.482 -6.411
C 2.589 3.232 -5.004
O 1.411 2.481 -4.927
H 4.849 3.970 -7.156
H 2.629 4.374 -6.824
H 2.839 2.619 -7.033
H 2.533 4.224 -4.523
H 3.370 2.716 -4.440
H 0.741 2.822 -5.528
O -4.963 -2.319 2.607
C -5.893 -3.342 2.961
C -6.952 -2.764 3.873
O -6.428 -2.482 5.157
H -4.090 -2.585 2.900
H -6.333 -3.734 2.039
H -5.414 -4.177 3.477
H -7.745 -3.499 4.020
H -7.384 -1.870 3.410
H -5.755 -1.803 5.046
O 2.710 2.160 -1.530
C 3.522 3.293 -1.233
C 2.772 4.350 -0.464
O 1.708 4.897 -1.231
H 2.284 2.377 -2.365
H 4.464 3.013 -0.764
H 3.769 3.758 -2.199
H 3.437 5.150 -0.108
H 2.343 3.963 0.463
H 2.112 5.421 -1.930
O 3.054 -4.069 3.772
C 1.732 -3.769 4.206
C 0.879 -3.084 3.175
O 1.054 -1.660 3.210
H 3.086 -3.984 2.817
H 1.240 -4.717 4.459
H 1.792 -3.160 5.107
H -0.165 -3.331 3.387
H 1.112 -3.471 2.178
H 1.170 -1.398 2.290
```

---

No. 2
This record from the OMol25 dataset describes C29H40KN8O3 as an isolated structure. The level of theory is wB97M-V/def2-TZVPD.

Results
Spin multiplicity: 1
Frontier orbital gap in eV: 8.890
Strongest force on any atom in hartree/bohr: 0.033
Highest occupied orbital energy in Ha: -0.3936
LUMO energy in eV: -1.82
Charge: +1

Geometry as XYZ:
```
81
C29H40KN8O3, DFT wB97M-V/def2-TZVPD
K -0.759 0.096 0.323
N -1.794 -1.046 4.391
C -1.172 -0.775 5.723
C 0.331 -1.021 5.658
C 1.075 -0.017 4.778
N 0.789 -0.286 3.365
C 0.700 1.421 5.148
C -0.796 1.714 5.282
N -1.465 1.750 3.969
C -1.476 0.658 6.161
H -1.376 -1.839 3.846
H -1.672 -0.212 3.779
H -2.793 -1.221 4.460
H -1.619 -1.473 6.431
H 0.527 -2.039 5.308
H 0.719 -0.959 6.677
H 2.144 -0.127 5.000
H 0.878 -1.279 3.167
H 1.458 0.194 2.770
H 1.142 2.106 4.418
H 1.168 1.655 6.108
H -0.885 2.680 5.790
H -0.906 2.235 3.277
H -2.355 2.232 4.034
H -2.555 0.832 6.194
H -1.113 0.767 7.185
O -0.884 -2.865 2.467
C -1.526 -2.256 1.580
O -2.092 -1.142 1.702
C -1.696 -2.899 0.209
C -2.489 -4.066 0.110
C -2.787 -4.544 -1.129
C -2.305 -3.868 -2.275
C -2.593 -4.289 -3.595
C -2.115 -3.588 -4.664
C -1.332 -2.429 -4.460
C -1.032 -2.005 -3.197
C -1.510 -2.720 -2.074
N -1.204 -2.258 -0.824
H -2.833 -4.552 1.012
H -3.398 -5.431 -1.254
H -3.201 -5.173 -3.740
H -2.342 -3.911 -5.672
H -0.976 -1.871 -5.316
H -0.457 -1.101 -3.031
N -3.032 4.170 -0.863
C -2.884 3.216 -1.838
C -2.093 2.258 -1.284
N -1.755 2.605 0.009
C -2.338 3.759 0.222
H -3.560 5.022 -0.940
H -3.333 3.303 -2.811
H -1.724 1.361 -1.758
H -2.289 4.336 1.131
C 4.572 0.364 -4.551
C 3.930 1.430 -3.675
N 2.487 1.542 -3.874
C 2.020 2.302 -5.034
C 1.884 3.786 -4.725
C 1.571 1.071 -3.012
O 0.361 1.239 -3.140
C 2.031 0.263 -1.831
C 2.266 -1.101 -1.944
C 2.470 -1.841 -0.794
C 2.421 -1.189 0.428
N 2.203 0.122 0.554
C 2.026 0.830 -0.563
H 5.644 0.319 -4.359
H 4.432 0.577 -5.611
H 4.146 -0.618 -4.342
H 4.369 2.407 -3.885
H 4.124 1.218 -2.625
H 1.058 1.892 -5.333
H 2.728 2.135 -5.846
H 1.149 3.939 -3.936
H 1.554 4.327 -5.613
H 2.835 4.217 -4.406
H 2.256 -1.581 -2.916
H 2.639 -2.908 -0.837
H 2.558 -1.744 1.350
H 1.855 1.895 -0.439
```

---

No. 3
This record from the OMol25 dataset describes a 15-piece molecular cluster, C5H40NO15 overall. The level of theory is wB97M-V/def2-TZVPD.

Results
Energy relative to the best compared isomer or geometry (same formula, charge and spin) in kcal/mol: 59.9
Spin multiplicity: 2
Frontier orbital gap (spin up / spin down) in eV: 8.562 / 4.507
Strongest force on any atom in hartree/bohr: 0.065
Highest occupied orbital energy (spin up / spin down) in Ha: -0.5806 / -0.5806
LUMO energy (spin up / spin down) in eV: -7.24 / -11.29
Charge: +2

Geometry as XYZ:
```
61
C5H40NO15, DFT wB97M-V/def2-TZVPD
C 0.858 1.770 0.992
O 0.811 0.626 1.833
C 1.507 1.392 -0.415
C 0.721 0.407 -1.346
C 0.289 -0.870 -0.775
C 0.095 -2.093 -1.356
N -0.281 -3.222 -0.459
H -0.173 2.004 0.602
H 1.520 2.501 1.498
H 1.307 -0.140 1.473
H 1.732 2.424 -0.934
H 2.526 1.013 -0.293
H -0.167 0.971 -1.826
H 1.434 0.449 -2.206
H 0.098 -0.820 0.320
H 0.031 -2.194 -2.426
H 0.555 -3.541 0.127
H -0.673 -4.095 -0.924
H -1.027 -2.859 0.176
H -3.773 -0.313 -0.597
H -2.467 -0.687 -0.334
O -3.190 -1.041 -0.825
H -2.465 -1.157 -3.098
H -1.363 -0.130 -2.780
O -1.536 -0.946 -3.245
H 0.964 6.066 -0.802
H 1.129 5.383 -2.129
O 0.864 5.201 -1.220
H 2.634 -2.817 -1.103
H 2.852 -4.244 -0.783
O 2.278 -3.533 -0.497
H -1.816 2.063 -0.758
H -2.341 2.313 -2.200
O -2.047 1.658 -1.569
H -2.232 3.219 0.969
H -2.764 3.645 2.304
O -2.398 2.901 1.853
H -0.811 4.457 -0.849
H -2.067 5.194 -1.098
O -1.803 4.292 -0.835
H 2.993 -2.865 -4.593
H 2.958 -1.373 -4.964
O 2.792 -1.979 -4.285
H 3.471 -1.133 2.707
H 2.831 -2.391 2.019
O 2.618 -1.530 2.434
H -1.229 -0.197 3.873
H -0.564 -1.254 4.546
O -0.897 -1.069 3.644
H -1.118 -3.251 2.752
H -1.696 -2.101 1.840
O -1.398 -3.051 1.828
H -2.676 0.898 1.554
H -1.422 0.286 2.044
O -2.210 0.039 1.536
H 0.250 1.428 3.340
H 0.183 2.510 4.383
O -0.263 1.702 4.111
H 3.258 -0.916 -1.640
H 3.416 -1.870 -2.784
O 3.621 -1.745 -1.868
```

---

No. 4
This record from the OMol25 dataset describes C12H10BrCl3O2Pd as an isolated structure. The level of theory is wB97M-V/def2-TZVPD.

Results
Energy relative to the best compared isomer or geometry (same formula, charge and spin) in kcal/mol: 3.8
Spin multiplicity: 5
Frontier orbital gap (spin up / spin down) in eV: 7.795 / 5.973
Strongest force on any atom in hartree/bohr: 0.173
Highest occupied orbital energy (spin up / spin down) in Ha: -0.2731 / -0.3400
LUMO energy (spin up / spin down) in eV: 0.36 / -3.28
Charge: 0

Geometry as XYZ:
```
29
C12H10BrCl3O2Pd, DFT wB97M-V/def2-TZVPD
C 0.948 1.823 -0.294
C 1.944 1.600 0.712
C 2.765 0.522 0.290
H 2.048 2.132 1.674
C 2.303 0.085 -1.000
C 1.203 0.933 -1.377
H 0.648 0.893 -2.309
H 0.155 2.549 -0.209
H 3.572 0.074 0.872
H 2.790 -0.685 -1.600
Pd 0.763 -0.062 0.302
Br -2.215 -0.141 1.024
C -2.759 -0.861 -2.201
C -2.367 -0.077 -3.280
C -2.452 1.316 -2.899
H -2.079 -0.416 -4.270
C -2.909 1.390 -1.593
C -3.121 0.027 -1.091
H -3.864 -0.265 -0.328
H -2.917 -1.936 -2.187
H -2.232 2.144 -3.562
H -3.161 2.280 -1.027
Cl 0.668 -2.204 5.273
C 1.732 -2.303 3.870
Cl 3.417 -1.790 4.314
Cl 1.787 -3.949 3.241
C 1.209 -1.253 2.813
O 1.215 -0.084 3.193
O 0.907 -1.740 1.650
```